A structure of composition C34H35N3O6PPt, computed with the ωB97M-V functional and the def2-TZVPD basis.

Output
Charge: +1
F_max, eV/Å: 0.45
E_LUMO, hartree: -0.110
HOMO-LUMO gap, eV: 8.634

Geometry (Å):
Pt: -0.252 1.064 0.445
C: -3.224 -0.202 -0.497
C: -3.634 1.108 -1.150
C: -5.096 1.415 -0.826
C: -2.783 2.315 -0.733
C: -3.053 3.525 -1.633
O: -1.848 3.650 -2.427
C: -0.930 2.840 -1.914
N: -1.322 2.115 -0.924
C: 0.369 2.881 -2.610
C: 0.379 3.421 -3.897
C: 1.542 3.431 -4.646
C: 2.713 2.904 -4.124
C: 2.717 2.379 -2.842
C: 1.555 2.366 -2.074
P: 1.639 1.780 -0.367
C: 2.250 3.157 0.634
C: 2.917 4.236 0.060
C: 3.407 5.257 0.862
C: 3.237 5.202 2.236
C: 2.573 4.127 2.814
C: 2.076 3.109 2.019
C: 2.899 0.493 -0.358
C: 3.961 0.529 0.540
C: 4.885 -0.507 0.557
C: 4.750 -1.571 -0.321
C: 3.689 -1.607 -1.219
C: 2.758 -0.583 -1.235
H: -3.907 -0.990 -0.818
H: -3.296 -0.135 0.589
H: -2.211 -0.512 -0.760
H: -3.522 1.008 -2.237
H: -5.232 1.494 0.256
H: -5.734 0.605 -1.178
H: -5.463 2.338 -1.277
H: -2.949 2.538 0.324
H: -3.208 4.465 -1.107
H: -3.873 3.352 -2.325
H: -0.532 3.821 -4.315
H: 1.528 3.847 -5.644
H: 3.622 2.905 -4.710
H: 3.632 1.973 -2.428
H: 3.051 4.293 -1.013
H: 3.919 6.096 0.410
H: 3.618 5.999 2.861
H: 2.437 4.087 3.886
H: 1.554 2.273 2.469
H: 4.073 1.364 1.219
H: 5.715 -0.477 1.251
H: 5.476 -2.373 -0.311
H: 3.587 -2.436 -1.907
H: 1.917 -0.626 -1.917
O: 0.609 0.028 1.965
C: -0.487 -0.171 2.623
O: -1.548 0.290 2.131
C: -0.443 -0.937 3.886
C: -1.632 -1.231 4.544
C: -1.604 -1.958 5.722
C: -0.377 -2.369 6.206
C: 0.820 -2.088 5.573
C: 0.781 -1.361 4.396
N: -0.340 -3.151 7.466
O: -1.399 -3.385 8.005
O: 0.750 -3.490 7.876
H: -2.569 -0.888 4.127
H: -2.505 -2.209 6.262
H: 1.748 -2.433 6.003
H: 1.693 -1.120 3.867
C: 1.614 -4.567 0.567
N: 0.791 -3.794 -0.340
C: 0.510 -4.357 -1.646
C: 0.383 -2.553 -0.034
O: -0.255 -1.823 -0.781
H: 1.125 -5.508 0.824
H: 1.784 -3.999 1.481
H: 2.582 -4.790 0.113
H: 0.325 -5.426 -1.546
H: 1.352 -4.212 -2.328
H: -0.368 -3.871 -2.063
H: 0.680 -2.237 0.977


A structure of composition C34H35N6O2S3Tm, computed with the ωB97M-V functional and the def2-TZVPD basis.

Output
Multiplicity: 3
Charge: +2
F_max, eV/Å: 1.65
E_LUMO (alpha / beta), hartree: -0.225 / -0.225
HOMO-LUMO gap (alpha / beta), eV: 7.125 / 7.133

Geometry (Å):
Tm: 0.358 0.932 0.100
C: 0.493 3.537 0.118
C: 1.656 3.029 0.767
C: 1.258 2.487 2.007
C: -0.140 2.560 2.094
C: -0.618 3.212 0.918
H: 0.488 4.096 -0.796
H: 2.666 3.213 0.414
H: 1.907 2.154 2.814
H: -0.775 2.286 2.932
H: -1.629 3.489 0.706
C: 4.245 -1.704 1.246
O: 4.108 -1.594 -0.184
C: 3.004 -0.895 -0.419
N: 2.306 -0.491 0.542
C: 2.886 -1.178 1.748
C: 2.860 -0.344 2.985
C: 3.827 0.626 3.320
C: 3.734 1.352 4.496
C: 2.611 1.154 5.297
C: 1.666 0.207 4.992
C: 1.792 -0.547 3.821
C: 2.611 -0.672 -1.801
C: 3.191 -1.300 -2.871
C: 2.723 -1.007 -4.150
C: 1.641 -0.163 -4.266
C: 1.103 0.423 -3.119
N: 1.557 0.152 -1.907
C: -0.142 1.208 -3.092
N: -0.834 1.389 -2.029
C: -2.227 1.841 -2.525
C: -1.978 2.051 -4.029
O: -0.635 1.562 -4.260
C: -2.764 3.003 -1.722
C: -3.537 2.732 -0.579
C: -3.973 3.754 0.260
C: -3.612 5.042 -0.070
C: -2.861 5.351 -1.209
C: -2.440 4.334 -2.043
H: 5.137 -1.094 1.476
H: 4.399 -2.750 1.522
H: 2.189 -1.992 1.933
H: 4.601 0.876 2.583
H: 4.486 2.047 4.793
H: 2.444 1.738 6.204
H: 0.807 0.047 5.608
H: 1.045 -1.303 3.580
H: 3.999 -1.976 -2.672
H: 3.166 -1.497 -4.989
H: 1.161 0.012 -5.224
H: -2.915 0.983 -2.345
H: -2.030 3.078 -4.379
H: -2.619 1.386 -4.634
H: -3.807 1.690 -0.302
H: -4.470 3.538 1.175
H: -3.937 5.833 0.595
H: -2.626 6.374 -1.433
H: -1.865 4.582 -2.889
S: -0.441 -2.885 1.389
C: 0.234 -4.147 0.478
N: -0.093 -5.442 0.411
C: 0.728 -6.217 -0.507
C: 1.925 -5.288 -0.734
N: 1.351 -3.980 -0.290
H: -0.802 -5.835 0.998
H: 0.255 -6.456 -1.505
H: 0.995 -7.180 -0.089
H: 2.265 -5.186 -1.757
H: 2.799 -5.523 -0.116
H: 1.950 -3.232 -0.016
S: -1.997 0.268 1.316
C: -3.083 -0.739 0.493
N: -4.253 -1.131 1.004
C: -4.984 -2.152 0.299
C: -4.580 -2.046 -1.154
S: -2.825 -1.515 -1.061
H: -4.563 -0.797 1.926
H: -6.051 -1.966 0.478
H: -4.733 -3.153 0.708
H: -5.114 -1.250 -1.663
H: -4.671 -3.004 -1.716


A structure of composition C34H35N8O2Sr, computed with the ωB97M-V functional and the def2-TZVPD basis.

Output
Charge: +1
F_max, eV/Å: 5.21
E_LUMO, hartree: -0.106
HOMO-LUMO gap, eV: 5.784

Geometry (Å):
Sr: 2.050 1.356 0.310
C: 1.557 -5.941 3.220
C: 1.672 -4.608 2.518
C: 1.731 -4.659 1.104
C: 1.623 -3.485 0.369
C: 1.539 -2.159 0.936
N: 1.671 -1.108 0.049
C: 0.933 -1.111 -1.092
C: -0.471 -1.318 -1.172
C: -1.160 -1.451 -2.359
C: -0.497 -1.596 -3.587
C: -1.290 -1.866 -4.860
C: 0.805 -1.173 -3.638
C: 1.451 -0.779 -2.445
N: 2.609 -0.054 -2.646
C: 3.429 -0.228 -3.773
C: 4.230 0.918 -3.885
C: 3.982 1.609 -2.692
N: 3.045 1.108 -1.913
C: 1.617 -2.194 2.445
C: 1.728 -3.427 3.157
N: 1.559 -1.079 3.234
C: 1.466 -1.036 4.665
C: 1.100 0.244 4.977
C: 1.109 1.011 3.769
N: 1.488 0.286 2.736
H: 0.651 -6.412 2.882
H: 1.556 -5.815 4.314
H: 2.341 -6.689 2.949
H: 1.882 -5.643 0.666
H: 1.791 -3.633 -0.689
H: -0.925 -1.567 -0.223
H: -2.248 -1.457 -2.358
H: -1.064 -1.101 -5.653
H: -2.337 -1.873 -4.604
H: -1.107 -2.855 -5.282
H: 1.463 -1.278 -4.552
H: 3.318 -1.044 -4.450
H: 4.964 1.226 -4.594
H: 4.558 2.420 -2.289
H: 2.003 -3.271 4.191
H: 1.860 -1.777 5.291
H: 0.887 0.669 6.002
H: 0.955 2.077 3.694
C: -6.016 -2.004 1.955
C: -5.278 -0.736 1.415
C: -5.726 -0.209 0.151
C: -4.998 0.757 -0.530
C: -3.794 1.229 0.089
N: -3.154 2.312 -0.540
C: -3.198 2.622 -1.907
O: -3.885 1.979 -2.702
N: -2.441 3.708 -2.237
C: -1.208 4.006 -1.640
C: -0.882 5.359 -1.443
C: 0.384 5.656 -0.882
C: 1.195 4.613 -0.450
N: 0.852 3.330 -0.582
C: -0.347 3.025 -1.155
C: -3.299 0.620 1.189
C: -4.123 -0.228 1.924
H: -6.815 -1.789 2.704
H: -5.327 -2.678 2.411
H: -6.438 -2.480 1.074
H: -6.677 -0.606 -0.225
H: -5.411 1.209 -1.495
H: -2.555 2.857 0.130
H: -2.512 3.938 -3.207
H: -1.558 6.171 -1.811
H: 0.770 6.729 -0.861
H: 2.210 4.899 -0.212
H: -0.606 1.999 -1.418
H: -2.336 0.748 1.563
H: -3.862 -0.541 2.926
C: 4.508 2.601 2.141
O: 4.340 1.695 1.019
H: 4.050 3.614 1.914
H: 5.562 2.711 2.380
H: 3.891 2.248 2.997
H: 5.163 1.397 0.593